a | A single C3H6N2O2 molecule, computed with ωB97M-V with the def2-TZVPD basis set.

Values from the calculation:
**Spin multiplicity**: 1
**HOMO**: -8.13 eV
**LUMO energy**: 0.75 eV
**Gap between HOMO and LUMO**: 8.88 eV

Last column: Löwdin charge in e.
Cartesian coordinates (Å):
C  -0.69995  -1.41626  1.13925  0.047
C  -0.90757  -0.27487  0.47295  -0.521
N  -1.54258  -0.08207  -0.76669  0.113
O  -0.34723  0.87715  0.99401  -0.029
C  1.07385  1.03483  0.23668  -0.276
N  1.14682  0.85809  -1.18443  0.097
O  1.69357  -0.10071  -0.17725  -0.002
H  -1.07830  -2.34533  0.73647  0.053
H  -0.31702  -1.39332  2.16242  0.069
H  -1.19293  0.66032  -1.36731  0.079
H  -1.58207  -0.92632  -1.31627  0.090
H  1.83600  1.70210  0.68307  0.164
H  1.91743  1.40640  -1.61289  0.117

---

b | A molecular structure, C3H6N2O2, computed with ωB97M-V with the def2-TZVPD basis set.

Values from the calculation:
**Spin multiplicity**: 1
**HOMO**: -9.51 eV
**LUMO energy**: 0.50 eV
**Gap between HOMO and LUMO**: 10.02 eV

Last column: Löwdin charge in e.
Cartesian coordinates (Å):
C  -0.48935  -0.31800  -0.11262  -0.538
C  0.90267  -0.06610  -0.65672  -0.075
N  -1.53486  -0.33088  -0.98670  0.159
O  -0.59680  -1.26235  0.84525  0.083
O  -0.40286  1.24821  0.73986  -0.156
C  1.57429  0.64027  0.47704  -0.290
N  2.40619  0.68958  1.30357  0.136
H  0.28032  -1.37277  1.25870  0.130
H  -0.44414  1.13539  1.70163  0.058
H  -2.42765  -0.39858  -0.51022  0.119
H  -1.52405  0.44126  -1.64060  0.113
H  1.40632  -1.00610  -0.89786  0.133
H  0.84991  0.60009  -1.52132  0.127

---

c | A single C3H6N2O2 molecule, computed with ωB97M-V with the def2-TZVPD basis set.

Values from the calculation:
**Spin multiplicity**: 1
**HOMO**: -9.09 eV
**LUMO energy**: 0.66 eV
**Gap between HOMO and LUMO**: 9.75 eV

Last column: Löwdin charge in e.
Cartesian coordinates (Å):
C  -0.47638  0.21759  2.25875  -0.069
C  -0.40590  0.28241  0.88412  -0.479
N  0.35827  1.27202  0.36468  0.153
O  0.32553  0.97640  -1.16649  -0.180
C  0.83303  -0.34651  -1.52002  -0.288
O  -0.21477  -1.08725  -1.15268  -0.099
N  -0.46931  -0.97189  0.26407  0.071
H  -1.46974  -0.49625  2.33159  0.149
H  0.27614  -0.39629  2.78426  0.097
H  -0.38924  1.30871  2.52618  0.114
H  1.95468  -0.63533  -0.97300  0.185
H  1.09210  -0.20797  -2.61479  0.143
H  -1.27720  -1.70796  0.36083  0.201

---

d | A molecular structure, C3H6N2O2, computed with ωB97M-V with the def2-TZVPD basis set.

Values from the calculation:
**Spin multiplicity**: 1
**HOMO**: -7.41 eV
**LUMO energy**: 0.07 eV
**Gap between HOMO and LUMO**: 7.48 eV

Last column: Löwdin charge in e.
Cartesian coordinates (Å):
C  1.24493  -0.42992  -0.01942  -0.391
N  -1.14844  -1.65005  0.06841  0.074
N  1.89347  0.49274  0.69631  0.200
O  -0.49067  -0.39814  0.40468  -0.261
O  1.65918  -1.41273  -0.56211  0.122
H  -1.18106  -2.13466  0.96221  0.083
H  -0.45130  -2.14232  -0.50020  0.071
H  2.89842  0.42856  0.80092  0.134
H  1.38701  1.26988  1.08888  0.121
C  -1.04418  0.92599  -0.62964  -0.223
C  -2.08464  1.59682  -0.47455  0.002
H  -2.59666  2.52435  -0.64125  -0.002
H  -0.08605  0.92948  -1.19422  0.069

---

Stability verdict: b, ahead by 246.8 kJ/mol

---

a | 2 unconnected molecules or ions with the total composition C3H6N2O2, computed with ωB97M-V with the def2-TZVPD basis set.

Values from the calculation:
**Spin multiplicity**: 1
**HOMO**: -8.81 eV
**LUMO energy**: 0.61 eV
**Gap between HOMO and LUMO**: 9.41 eV

Last column: Löwdin charge in e.
Cartesian coordinates (Å):
C  -2.64377  -0.34880  0.09411  0.012
C  -1.48446  -0.93185  0.01656  0.110
C  1.32591  -0.40640  -0.07556  -0.605
N  2.34406  0.57021  0.22023  0.097
N  0.12355  0.16194  -0.39938  -0.038
O  1.60062  -1.59126  -0.03641  0.036
O  -0.22402  1.46458  -0.19021  -0.042
H  -3.48535  -0.93372  0.04160  0.043
H  -2.74615  0.68298  0.15104  0.047
H  -1.09078  -1.88761  -0.13686  0.058
H  2.54031  1.16191  -0.60181  0.100
H  3.20061  0.20731  0.65786  0.101
H  0.53949  1.85072  0.25883  0.082

---

b | A single C3H6N2O2 molecule, computed with ωB97M-V with the def2-TZVPD basis set.

Values from the calculation:
**Spin multiplicity**: 1
**HOMO**: -7.51 eV
**LUMO energy**: 0.60 eV
**Gap between HOMO and LUMO**: 8.11 eV

Last column: Löwdin charge in e.
Cartesian coordinates (Å):
H  1.59347  0.33697  -2.14002  0.061
N  1.00429  0.18156  -1.32794  0.098
C  1.65084  0.41443  -0.25842  -0.298
O  1.13650  0.27000  0.97003  -0.077
C  0.20030  -0.77239  1.21638  -0.113
C  -0.98412  -0.89410  0.55947  -0.490
N  -1.39262  0.57509  -0.00885  0.203
O  -1.84907  -1.73255  0.37895  0.003
H  2.66897  0.81746  -0.20819  0.135
H  0.60095  -1.56721  1.82336  0.106
H  -2.39917  0.56157  -0.16704  0.142
H  -0.85228  0.77402  -0.86388  0.095
H  -1.14470  1.22100  0.73792  0.134

---

c | A single C3H6N2O2 molecule, computed with ωB97M-V with the def2-TZVPD basis set.

Values from the calculation:
**Spin multiplicity**: 1
**HOMO**: -10.01 eV
**LUMO energy**: 0.53 eV
**Gap between HOMO and LUMO**: 10.54 eV

Last column: Löwdin charge in e.
Cartesian coordinates (Å):
O  -1.79122  -1.45573  -0.53538  -0.030
C  -0.47779  -1.30721  -0.23106  -0.154
C  0.07686  0.45070  -0.49748  -0.366
C  0.64123  1.22127  0.64803  -0.253
O  1.40677  0.41279  1.47433  -0.046
N  -0.43925  1.11079  -1.67529  0.144
N  0.63981  0.60200  -1.78248  0.116
H  -2.39644  -0.85342  -0.10150  0.104
H  -0.12319  -1.49493  0.73695  0.055
H  0.23186  -1.91591  -0.85923  0.132
H  -0.16550  1.70775  1.13214  0.101
H  1.36870  1.99891  0.30975  0.138
H  1.02816  -0.47701  1.38122  0.058

---

Stability verdict: b, ahead by 206.1 kJ/mol

---

a | 2 unconnected molecules or ions with the total composition C3H6N2O2, computed with ωB97M-V with the def2-TZVPD basis set.

Values from the calculation:
**Spin multiplicity**: 1
**HOMO**: -9.20 eV
**LUMO energy**: 0.80 eV
**Gap between HOMO and LUMO**: 10.01 eV

Last column: Löwdin charge in e.
Cartesian coordinates (Å):
C  -1.74914  0.09631  -1.17207  -0.089
O  -1.42246  -0.15600  0.18130  -0.062
C  -0.12228  -0.15761  0.57491  -0.580
N  0.82375  0.11666  -0.38573  0.136
N  0.20140  -0.34480  1.79108  0.112
C  2.93745  0.21464  1.93885  -0.003
O  3.10273  0.31633  3.05752  0.035
H  -2.83860  0.13073  -1.21572  0.094
H  -1.40149  -0.71604  -1.82466  0.091
H  -1.33906  1.05206  -1.51634  0.094
H  0.66436  -0.15887  -1.33938  0.082
H  -0.63303  -0.41627  2.36720  0.060
H  1.76936  0.00067  -0.04553  0.031

---

b | A single C3H6N2O2 molecule, computed with ωB97M-V with the def2-TZVPD basis set.

Values from the calculation:
**Spin multiplicity**: 1
**HOMO**: -10.16 eV
**LUMO energy**: -3.95 eV
**Gap between HOMO and LUMO**: 6.22 eV

Last column: Löwdin charge in e.
Cartesian coordinates (Å):
O  1.48610  -0.50084  -0.56602  0.084
C  0.82986  0.10385  0.27997  -0.541
N  -0.41348  -0.12810  0.70164  0.214
C  -1.17878  -0.99151  -0.06683  -0.615
N  -1.12627  -0.49731  -1.56957  0.156
O  -2.39000  -1.27035  0.17773  0.063
C  1.58002  1.24258  1.01723  -0.001
H  -0.54524  -1.93217  -0.09541  0.245
H  -1.94204  -0.99096  -1.95309  0.086
H  -1.48687  0.45440  -1.50599  0.081
H  2.58360  0.92104  1.27600  0.078
H  1.05518  1.47791  1.94083  0.069
H  1.54791  2.11145  0.36351  0.080

---

Stability verdict: a, ahead by 475.0 kJ/mol

---

a | A single C3H6N2O2 molecule, computed with ωB97M-V with the def2-TZVPD basis set.

Values from the calculation:
**Spin multiplicity**: 1
**HOMO**: -9.98 eV
**LUMO energy**: 0.55 eV
**Gap between HOMO and LUMO**: 10.52 eV

Last column: Löwdin charge in e.
Cartesian coordinates (Å):
N  2.04277  -0.66542  1.06446  0.152
C  1.06385  -0.72550  0.11748  -0.537
O  0.93428  -1.67720  -0.61122  0.075
C  0.07223  0.44234  0.12249  -0.137
N  -0.85255  0.40195  -0.98017  0.037
C  -2.19275  0.30039  -0.72420  -0.362
O  -3.07458  0.37220  -1.53763  0.040
H  2.52483  -1.53746  1.19874  0.108
H  2.28897  0.14654  1.59677  0.098
H  0.66593  1.35864  0.09495  0.124
H  -0.45540  0.47691  1.07851  0.123
H  -0.60384  0.98298  -1.76541  0.148
H  -2.41373  0.12363  0.34523  0.133

---

b | A single C3H6N2O2 molecule, computed with ωB97M-V with the def2-TZVPD basis set.

Values from the calculation:
**Spin multiplicity**: 1
**HOMO**: -9.74 eV
**LUMO energy**: 0.12 eV
**Gap between HOMO and LUMO**: 9.86 eV

Last column: Löwdin charge in e.
Cartesian coordinates (Å):
C  -2.23219  0.45018  0.15634  -0.004
C  -1.06629  -0.45516  -0.08454  -0.360
O  -1.12105  -1.65007  -0.24983  0.111
C  0.28860  0.25741  -0.00886  -0.448
O  0.45326  1.43369  -0.29535  0.080
N  1.28954  -0.58066  0.32571  -0.011
N  2.59320  -0.30416  -0.24334  0.015
H  -2.18962  0.81963  1.18373  0.101
H  -3.16644  -0.08215  0.00122  0.087
H  -2.14764  1.32320  -0.49205  0.089
H  1.44999  -1.50081  -0.21512  0.179
H  3.29074  -0.37530  0.49471  0.085
H  2.55791  0.66421  -0.57262  0.075

---

c | A single C3H6N2O2 molecule, computed with ωB97M-V with the def2-TZVPD basis set.

Values from the calculation:
**Spin multiplicity**: 1
**HOMO**: -9.73 eV
**LUMO energy**: 0.89 eV
**Gap between HOMO and LUMO**: 10.62 eV

Last column: Löwdin charge in e.
Cartesian coordinates (Å):
H  1.31419  -0.71446  -1.87209  0.063
N  0.70155  -0.14174  -1.31964  0.092
C  -0.45213  0.00784  -1.80957  -0.310
O  -1.37336  0.63101  -1.07430  -0.057
C  -1.08021  0.52243  0.47157  0.012
C  0.04074  -0.32248  1.13263  -0.538
N  1.35983  0.03285  1.23175  0.126
O  -0.44297  -1.14965  1.88657  0.044
H  -0.74932  -0.37619  -2.80091  0.140
H  -1.04934  1.46376  1.06291  0.135
H  -2.00959  0.02599  0.65815  0.106
H  1.87762  -0.42794  1.96940  0.108
H  1.86299  0.44859  0.46355  0.078

---

d | A single C3H6N2O2 molecule, computed with ωB97M-V with the def2-TZVPD basis set.

Values from the calculation:
**Spin multiplicity**: 1
**HOMO**: -9.27 eV
**LUMO energy**: 0.37 eV
**Gap between HOMO and LUMO**: 9.64 eV

Last column: Löwdin charge in e.
Cartesian coordinates (Å):
C  -0.70856  0.27247  -1.66929  -0.013
N  -0.70836  0.57601  -0.18450  -0.234
O  -1.85919  1.09765  0.41215  -0.031
C  0.06902  -0.11647  0.65783  -0.175
N  1.04262  -0.82159  0.16653  0.059
C  1.86203  -1.25722  1.21059  -0.329
O  1.65372  -0.95267  2.40467  -0.057
H  -1.03355  1.32475  -2.12157  0.113
H  -1.53349  -0.53859  -1.79568  0.118
H  0.35029  0.06686  -1.98029  0.084
H  -1.77787  2.12286  0.22367  0.171
H  -0.21397  0.06099  1.70571  0.155
H  2.85731  -1.83505  0.97017  0.139

---

Stability verdict: a, ahead by 169.8 kJ/mol